*a*
The following is a DFT calculation (ωB97M-V/def2-TZVPD) of a structure of composition C17H27N3O4S.

Summary:
LUMO level: 0.6 eV
M: 369.5 g/mol

```
52
C17H27N3O4S ωB97M-V/def2-TZVPD
S -0.17474 2.24020 -0.68351
O 0.68218 1.30860 -1.62967
O -5.14660 -1.03983 0.03994
O -0.49825 3.44951 -1.07962
O 2.19934 0.82825 2.36122
N 2.21490 -2.07300 -0.41869
N 0.33866 2.13283 0.92450
N 3.79589 0.26562 0.68770
C 3.85452 -1.10729 1.41551
C 4.37118 0.22281 -0.67100
C 2.71889 2.41450 0.61923
C -4.13683 -0.18024 0.03235
C -7.40561 -1.35416 0.67472
C 1.17275 -2.65805 -0.72107
C -2.91920 2.00554 -0.39377
C 3.57081 -0.29968 -1.75013
C -4.17012 1.17479 0.12412
C 2.82566 -2.06657 0.90354
C 1.61412 3.18469 0.99650
C -2.94250 -0.58827 -0.21021
C -6.27781 -0.25665 0.39851
C 3.16281 -1.82960 -1.60496
C 2.87464 1.01056 1.09041
C -1.67331 -0.14565 -0.46584
C -1.78209 1.30945 -0.57351
H 4.62425 1.54476 -0.85535
H 3.85495 -1.06565 2.35612
H 1.70637 3.14662 2.17522
H 4.85993 -1.42572 0.67215
H -8.41369 -0.87479 0.70527
H -2.73732 2.91529 -0.26261
H -6.53651 0.46275 -0.49266
H 2.59855 0.22801 -1.58981
H -7.31894 -1.90103 1.49551
H 0.31411 -2.78896 0.21815
H 3.16015 -3.20942 1.23196
H 0.67086 -2.44288 -1.68212
H 4.08611 -2.33416 -1.22594
H 2.50179 2.29144 -0.64070
H -3.01382 -1.76914 -0.31040
H 1.50550 3.96045 0.53050
H 5.40597 -0.20489 -0.81380
H -7.46106 -1.94334 -0.34442
H -0.75639 -0.79161 -0.74506
H -4.96205 1.95254 0.01139
H 1.51414 -3.90557 -0.67619
H 4.05311 -0.40026 -2.74130
H 3.58967 2.83507 0.70251
H -6.33776 0.35932 1.26787
H 1.79050 -1.81295 1.85517
H 0.38240 1.33178 1.38364
H 2.64985 -2.10603 -2.29138
```

*b*
The following is a DFT calculation (ωB97M-V/def2-TZVPD) of an isolated molecule of C17H27N3O4S.

Summary:
LUMO level: 0.8 eV
SMILES: CCOc1ccc(S(=O)(=O)NCCC(=O)N2CCCN(C)CC2)cc1
M: 369.5 g/mol

```
52
C17H27N3O4S ωB97M-V/def2-TZVPD
S -0.54010 0.61689 -0.34674
O 2.06305 1.60154 1.97805
O 0.29102 -0.48686 0.06100
O -6.14109 -0.62394 1.02349
O -0.42754 1.06194 -1.70890
N 3.66198 0.94767 0.54107
N 4.16519 -1.86445 -0.04091
N -0.31827 1.93286 0.66699
C -7.26585 -0.15017 0.30508
C 3.72488 -0.09921 -1.73925
C 1.92640 2.46756 -0.25817
C 3.79219 -1.40982 1.28883
C -3.85747 -0.90976 1.35030
C -2.53950 -0.64655 1.04765
C -7.49507 -0.91582 -0.99428
C -4.88900 -0.30236 0.62310
C -4.56798 0.57342 -0.41413
C 4.30186 0.92907 -0.75399
C 4.33594 -3.30129 -0.09317
C 0.53796 2.98111 0.14408
C -3.24079 0.83382 -0.70837
C 2.54412 1.63154 0.85303
C -2.23815 0.22429 0.01551
C 4.21668 0.04224 1.52593
C 3.23085 -1.37728 -1.05180
H -5.33584 1.05961 -0.99414
H 3.85948 0.36308 2.50668
H -7.18016 0.92670 0.11780
H 3.41027 -3.85545 0.12422
H 1.81107 1.84984 -1.14790
H 4.30056 -2.02943 2.03137
H 2.57777 3.31315 -0.49078
H -8.10600 -0.31466 0.98534
H 4.68533 -3.58203 -1.08595
H -4.12690 -1.58352 2.14791
H -2.96828 1.50069 -1.51056
H -7.61295 -1.97505 -0.78071
H 5.09528 -3.59747 0.63047
H 2.70510 -1.48999 1.45213
H 0.03873 3.39637 -0.73361
H 0.61878 3.74851 0.91699
H -8.39616 -0.55130 -1.47956
H 5.34951 0.67668 -0.57258
H 0.07680 1.59983 1.54234
H 5.30695 0.11795 1.49167
H 3.10021 -2.14041 -1.82242
H -6.65406 -0.79479 -1.67241
H 2.88295 0.32040 -2.29203
H -1.73260 -1.11424 1.58842
H 4.26912 1.92708 -1.19803
H 2.24343 -1.18607 -0.61192
H 4.51030 -0.34193 -2.45710
```

Bottom line: *b*, by a margin of 17.998 eV.

*a*
The following is a DFT calculation (ωB97M-V/def2-TZVPD) of a cluster of 2 separate species, C3H8NS2 in total.

Summary:
Charge: +1
LUMO level: -4.9 eV
M: 122.2 g/mol

```
14
C3H8NS2 ωB97M-V/def2-TZVPD
S -3.36256 -0.50470 1.22906
S -1.49817 0.01221 1.13257
N 1.53539 0.09836 -0.91930
C 2.24074 1.09912 -1.65948
C -3.93310 -0.28017 2.74207
C 1.70249 -1.15973 -1.03319
H -3.34893 0.08122 3.57118
H 2.73231 1.79263 -0.97508
H -4.96706 -0.52077 2.90885
H 2.42481 -1.56361 -1.73209
H 1.53741 1.68684 -2.25244
H 1.11630 -1.84297 -0.43771
H 0.83068 0.44630 -0.25794
H 2.98968 0.65528 -2.31650
```

*b*
The following is a DFT calculation (ωB97M-V/def2-TZVPD) of a cluster of 2 separate species, C3H8NS2 in total.

Summary:
Charge: +1
LUMO level (spin up / spin down): -4.6 / -4.6 eV
M: 122.2 g/mol

```
14
C3H8NS2 ωB97M-V/def2-TZVPD
S 2.91419 -1.48503 0.10350
S 1.66579 1.16494 0.44204
N -1.33086 -0.32899 -0.17911
C -1.72739 0.71190 0.81792
C 1.62989 -0.45779 -0.04977
C -0.64537 -0.11707 -1.20771
H -1.31896 1.62518 0.41316
H -0.35110 0.79301 -1.61110
H 2.13338 -2.50726 -0.49287
H -1.34651 0.64372 1.75117
H -1.18343 -1.17691 0.20818
H 2.99834 1.29238 0.77105
H -2.78910 0.78315 0.95695
H -0.64887 -0.94124 -1.92340
```

Bottom line: *a*, by a margin of 1.982 eV.

*a*
The following is a DFT calculation (ωB97M-V/def2-TZVPD) of an isolated molecule of C6H9NO2S2.

Summary:
LUMO level: -0.1 eV
M: 191.3 g/mol

```
20
C6H9NO2S2 ωB97M-V/def2-TZVPD
S 4.39951 0.13450 0.24188
S 1.27399 -1.42295 0.00578
O 1.86687 -1.79373 -1.28180
O 1.61067 -2.14410 1.18374
N -1.02631 -0.28377 0.32122
C -0.54573 -1.55084 -0.05286
C -0.18121 0.71412 0.59517
C -2.42728 -0.15350 0.58989
C 1.90408 1.15038 -0.71554
C 3.36044 0.88857 -0.76296
C 1.27039 0.35758 0.42008
H 2.00496 2.29542 -0.65840
H 3.81222 1.18177 -1.67884
H -0.95362 -1.72415 -1.08070
H 1.72304 0.55090 1.43427
H 1.58883 0.87192 -1.74634
H -2.83950 -0.31628 -0.38147
H -2.42824 0.96073 0.80230
H -1.11167 -2.38994 0.56063
H -2.74434 -0.90593 1.34890
```

*b*
The following is a DFT calculation (ωB97M-V/def2-TZVPD) of a cluster of 2 separate species, C6H9NO2S2 in total.

Summary:
LUMO level (spin up / spin down): -1.5 / -1.5 eV
M: 191.3 g/mol

```
20
C6H9NO2S2 ωB97M-V/def2-TZVPD
S 2.17589 -2.73175 -1.14329
S -1.46818 -0.48968 -0.96457
O -2.32210 -1.49059 -0.38567
O -1.71401 0.03089 -2.27866
N 2.20345 -0.30407 -0.23557
C -0.64088 0.58552 1.39394
C -2.81533 1.54411 0.42385
C -1.40504 1.08600 0.23774
C 3.52482 -0.76026 -0.36045
C 1.43821 -1.21354 -0.60727
C 3.70933 -2.03282 -0.80896
H -1.30474 0.10423 2.15954
H -0.07249 1.35755 1.98874
H -2.77776 2.39629 1.21177
H 4.68725 -2.38846 -1.11806
H 4.35843 -0.15614 -0.36218
H -3.09457 2.16560 -0.38248
H -3.65280 0.71197 0.55704
H 0.09477 -0.12781 1.07777
H -0.92424 1.71298 -0.40322
```

Bottom line: *a*, by a margin of 0.243 eV.